(1)
DFT (ωB97M-V/def2-TZVPD) results for 9 unconnected molecules or ions with the total composition C19H56O9.

Properties
total charge	0
SMILES string	CC(C)O.CC(C)O.CC(C)O.CCO.CCO.CCO.CCO.CCO.O
HOMO level	-0.3480	Eh
LUMO energy	0.47	eV
gap between HOMO and LUMO	0.3654	Eh

Atoms and positions in Å:
C 9.27350 -6.79972 19.84901
C 8.95098 -8.26399 19.58296
C 8.08964 -8.46865 18.36488
O 10.19050 -8.95129 19.35162
H 8.45770 -6.07414 19.68593
H 10.16952 -6.53191 19.36420
H 9.47965 -6.68500 20.97207
H 8.48400 -8.68127 20.52334
H 7.04300 -8.30567 18.48757
H 8.22961 -9.43643 17.89517
H 8.44419 -7.85919 17.54353
H 10.88674 -8.45595 19.78966
C 17.15928 -3.21655 12.13886
C 17.00308 -4.07139 13.40096
C 16.83847 -3.12353 14.60871
O 15.87096 -4.94589 13.31633
H 17.47686 -3.68796 11.22566
H 17.79917 -2.39375 12.40160
H 16.19313 -2.78686 11.87343
H 17.93561 -4.72098 13.51045
H 16.91019 -3.68063 15.51233
H 15.90348 -2.62748 14.74567
H 17.56112 -2.28830 14.62511
H 15.89655 -5.40799 12.43496
C 11.86257 -10.90221 15.22995
C 10.72847 -10.94856 16.25702
C 10.05974 -12.26307 15.93127
O 11.27513 -10.91833 17.58976
H 11.49162 -10.53482 14.28778
H 12.37749 -11.83646 15.02277
H 12.71136 -10.27561 15.51895
H 10.08510 -10.11796 16.11983
H 10.56846 -13.18899 16.27658
H 9.87864 -12.43815 14.87277
H 9.10950 -12.30832 16.44495
H 10.71610 -10.37890 18.15687
C 13.42463 0.52796 14.50090
C 12.87624 -0.60701 15.43230
O 13.86463 -1.31390 16.20499
H 13.67635 1.38526 15.09851
H 12.69229 0.84816 13.73184
H 14.35877 0.29674 13.98739
H 12.34446 -1.31970 14.82355
H 12.18618 -0.25858 16.22308
H 14.27159 -1.88591 15.56908
C 6.36493 -7.06284 15.37502
C 7.83325 -6.56930 15.55724
O 8.73380 -7.64094 15.29797
H 5.58003 -6.38353 15.70432
H 6.26635 -7.98335 15.95404
H 6.24558 -7.27874 14.38577
H 7.92140 -6.17992 16.53170
H 7.98818 -5.66318 14.92790
H 9.48008 -7.17186 14.92884
C 9.65750 -4.74404 12.54876
C 9.92162 -4.41836 13.98950
O 10.89493 -3.39971 14.19206
H 10.40226 -5.39631 12.03028
H 9.52394 -3.83290 11.96859
H 8.66485 -5.35780 12.60295
H 10.29097 -5.21706 14.57166
H 8.98950 -4.17781 14.40932
H 11.69597 -3.81513 13.89270
C 12.39706 -7.39114 14.22028
C 13.21141 -6.12828 14.56955
O 13.05084 -5.10603 13.52753
H 12.63274 -7.64051 13.13989
H 11.38229 -7.15442 14.33453
H 12.58975 -8.23092 14.91189
H 14.25406 -6.40290 14.62462
H 12.80006 -5.80067 15.54092
H 13.96431 -4.77031 13.40433
C 13.85831 -6.97381 9.51336
C 14.41142 -5.91765 10.43837
O 15.78150 -6.18838 10.89437
H 12.84319 -6.59126 9.30636
H 13.73347 -8.00295 9.90789
H 14.42279 -6.94205 8.57755
H 13.80809 -5.95111 11.41064
H 14.49081 -4.90939 10.02346
H 15.84562 -7.09384 11.20686
O 11.46910 -3.80089 17.11684
H 11.60232 -3.26741 16.30703
H 12.11838 -3.45329 17.75706

Forces on the atoms, in the same order (eV/Å):
-1.1 0.2 3.0
-0.3 -0.1 0.9
0.9 -0.3 -1.0
-0.2 -0.1 0.0
0.3 -0.5 -0.4
0.9 0.6 -1.0
-0.1 -0.1 -1.4
0.3 0.1 -1.0
-0.7 0.2 0.4
-0.1 -0.7 0.5
0.1 0.5 0.2
0.1 -0.1 0.0
-0.9 0.1 0.3
0.6 0.1 -0.4
0.9 -0.2 -0.2
0.1 0.0 -0.3
0.5 -0.6 -0.1
0.5 0.4 -0.3
-0.2 0.2 0.2
-1.0 0.9 0.2
0.5 -0.5 0.9
-1.1 0.2 -0.8
0.0 -0.7 -0.1
0.2 0.4 0.6
1.2 0.9 0.3
2.4 -1.7 -0.2
-1.2 -1.2 0.9
-0.1 -0.4 -0.8
-0.2 0.2 -0.5
-0.5 -0.6 0.2
-0.3 0.4 0.2
-0.8 0.8 -0.2
0.4 0.9 0.0
0.0 0.4 -0.2
-0.6 -0.1 0.0
-0.1 0.2 0.1
-0.4 -0.3 0.5
0.1 0.5 0.2
-0.3 0.7 -0.3
0.0 0.5 0.3
0.2 -0.3 0.5
-0.1 -0.6 0.0
-0.4 -0.3 -0.2
0.2 0.3 -0.8
0.6 -0.6 -0.2
1.6 0.2 2.5
-2.2 0.5 -1.1
-0.4 0.8 -0.2
0.3 0.3 0.0
-0.1 0.0 -0.1
-0.6 -0.7 -2.8
0.5 0.2 1.5
0.0 -1.0 0.0
0.7 -0.4 -0.2
-1.3 -2.0 -0.4
1.4 0.7 -0.6
-1.1 0.8 0.1
-0.3 0.6 0.6
-0.2 0.0 0.0
1.5 1.1 -0.6
0.2 -1.6 0.5
-0.9 1.2 0.8
1.2 -0.3 -0.3
1.9 0.2 -1.1
-1.1 -0.6 -0.2
0.6 -0.6 1.0
-0.5 -0.1 1.2
-1.6 0.2 -0.2
0.2 0.4 -0.5
0.3 0.2 0.3
0.6 0.5 -0.3
-0.3 0.0 0.0
-0.6 0.8 -0.6
0.3 -1.2 2.8
-0.1 0.2 -0.5
0.2 -0.4 -0.2
0.4 0.7 0.0
-0.1 -0.4 0.0
0.4 0.6 -1.5
-0.4 -0.3 -0.1
-0.1 -0.3 -0.1
0.6 0.5 0.0
-0.2 -0.4 0.4
-0.4 -0.2 -0.5

---

(2)
DFT (ωB97M-V/def2-TZVPD) results for a molecular structure, C19H57CoN10O8.

Properties
total charge	+1
2S+1	4
HOMO level (spin up / spin down)	-0.4112 / -0.4113	Eh
LUMO energy (spin up / spin down)	-2.73 / -3.22	eV
gap between HOMO and LUMO (spin up / spin down)	0.3109 / 0.2929	Eh

Atoms and positions in Å:
Co 0.06369 1.29853 -0.90705
O 0.81092 -0.44048 -0.38034
H 1.19939 -0.57668 0.48342
C -3.04182 3.05044 0.81624
C -2.00022 2.30230 1.64714
C -2.68061 1.66469 2.84474
O -3.38085 2.61844 3.59832
C -3.91805 2.16711 4.83176
N -1.41410 1.26025 0.79487
H -2.63727 3.54919 -0.06850
H -3.47277 3.87755 1.37994
H -3.81318 2.37213 0.44484
H -1.23393 3.01218 1.97393
H -1.88701 1.18257 3.42701
H -3.36921 0.89943 2.46537
H -3.75106 1.12180 5.09209
H -5.00286 2.28370 4.73833
H -3.61388 2.84670 5.62656
H -2.21381 0.79746 0.35850
H -1.05883 0.52672 1.43922
C 1.07679 2.27232 -4.63802
C 1.28817 0.94881 -3.89784
C 2.35538 0.13676 -4.64921
O 2.59169 -1.14910 -4.12301
C 1.43826 -1.94356 -3.95619
N 1.60771 1.22144 -2.49538
H 1.97117 2.90069 -4.62527
H 0.21491 2.86211 -4.32817
H 0.90546 2.03496 -5.69053
H 0.34984 0.39592 -3.99374
H 3.32416 0.64723 -4.66976
H 2.12919 0.13147 -5.72200
H 1.71337 -2.97310 -3.74252
H 0.88897 -1.98676 -4.90557
H 0.73250 -1.59919 -3.19878
H 1.85267 0.39543 -1.94559
H 2.48798 1.73004 -2.57311
C 0.73536 5.52677 -1.07177
C 0.93371 4.01772 -0.98487
C 1.41836 3.56798 0.40386
O 1.41756 2.14576 0.53092
C 1.99631 1.77830 1.77346
N -0.32353 3.33584 -1.32413
H -0.10239 5.87689 -0.46388
H 0.50478 5.85725 -2.08604
H 1.65036 6.03274 -0.75956
H 1.69887 3.68163 -1.68739
H 0.72505 3.97137 1.15206
H 2.37990 4.07056 0.52958
H 3.06011 2.03008 1.78122
H 1.95401 0.69769 1.88333
H 1.55422 2.26937 2.64444
H -0.62241 3.69605 -2.23529
H -1.05853 3.81836 -0.79931
C -2.58126 -2.70906 3.50503
C -2.06444 -2.47075 2.08137
C -3.16462 -2.11905 1.10765
O -4.15088 -3.12241 1.14562
C -5.28682 -2.81702 0.38307
N -1.03498 -1.43148 2.10740
H -3.27647 -3.54498 3.47495
H -3.12274 -1.83994 3.88554
H -1.74176 -2.89374 4.17537
H -1.69331 -3.40963 1.65243
H -2.82602 -2.09969 0.05917
H -3.58451 -1.11575 1.29224
H -6.15874 -3.41293 0.64052
H -5.07190 -2.90506 -0.68792
H -5.59600 -1.77771 0.56359
H -0.54873 -1.31913 1.22604
H -0.33357 -1.83939 2.72419
C -0.45454 -4.25507 -1.43219
O -0.48389 -5.47046 -1.25902
N 0.43989 -3.44832 -0.80998
N -1.32181 -3.62169 -2.28999
H 1.08466 -3.78807 -0.11111
H 0.24745 -2.46034 -0.88999
H -1.88566 -4.24786 -2.83645
H -1.28827 -2.63445 -2.43296
C 2.61478 -3.44906 2.12579
O 2.95088 -3.92466 1.04454
N 2.76550 -2.13711 2.44967
N 2.07558 -4.22224 3.13174
H 2.42512 -1.74824 3.30455
H 3.20750 -1.62019 1.69635
H 2.17833 -5.21261 2.98387
H 1.97731 -3.88158 4.06803
C 4.67182 -0.78502 -0.62011
O 4.69242 -0.51133 0.59733
N 3.50439 -0.98605 -1.26072
N 5.79492 -0.88672 -1.35525
H 3.53475 -1.10729 -2.26259
H 2.60862 -0.99824 -0.78352
H 5.81492 -1.23602 -2.29328
H 6.64758 -0.75353 -0.83932

Forces on the atoms, in the same order (eV/Å):
0.5 -0.3 1.4
-0.7 0.1 -0.9
-0.1 0.1 0.3
0.2 0.7 -0.1
-0.9 1.0 -0.8
0.2 -0.1 0.3
0.7 0.0 -0.2
-1.2 0.5 -0.1
0.2 -0.8 0.1
0.1 -0.3 0.0
-0.3 -0.3 0.2
-0.1 0.0 0.2
0.1 -0.2 0.1
-0.2 -0.2 0.2
0.0 -0.2 0.1
0.5 0.0 -0.2
0.0 -0.1 0.2
0.3 -0.2 0.1
0.0 -0.1 0.1
-0.1 0.2 -0.5
0.2 -0.3 -0.6
-0.4 0.2 -0.9
0.3 0.4 -0.1
0.2 0.2 0.4
-0.6 -0.5 -1.0
0.1 -0.2 -0.1
0.0 0.0 0.2
0.0 -0.1 0.3
0.0 0.1 0.0
0.0 0.0 0.3
0.0 0.1 0.6
-0.6 -0.5 0.0
0.3 0.1 0.3
-0.1 0.1 0.0
0.3 0.2 0.3
0.2 -0.3 -0.5
-0.1 0.3 0.7
0.4 0.1 0.1
0.3 0.0 0.2
-1.0 0.9 -0.5
0.5 1.4 -0.2
0.9 -0.5 0.4
-1.0 0.7 -0.6
0.1 -0.1 0.3
0.2 -0.2 -0.1
-0.1 0.2 0.0
-0.2 0.1 -0.2
0.1 0.1 0.1
0.3 -0.6 0.3
0.0 0.0 -0.2
-0.2 0.0 0.0
-0.4 0.0 -0.2
0.5 -0.6 -0.3
0.2 -0.6 0.7
-0.1 0.2 -0.7
-0.4 -0.4 -0.4
-0.6 0.2 -0.8
-0.3 -0.2 0.8
-0.1 0.9 -0.4
0.5 -0.1 0.6
0.1 -0.1 0.3
0.0 0.1 -0.1
-0.1 -0.2 0.0
0.3 -0.1 0.4
0.6 0.2 0.1
-0.2 -0.1 0.3
0.4 -0.5 0.2
-0.1 -0.1 0.0
0.0 0.0 0.0
-0.1 -0.5 -0.5
0.2 0.5 0.0
0.4 -1.7 0.6
-0.2 0.7 -0.4
-0.5 0.9 -0.3
0.1 -0.4 0.2
0.0 -0.2 -0.1
0.7 0.1 0.4
-0.2 0.3 -0.1
-0.2 0.1 -0.3
0.1 -0.8 0.5
-0.4 0.5 0.5
-0.1 -0.1 -1.2
-0.1 -0.2 -0.7
0.2 0.2 0.1
0.3 0.6 0.5
-0.1 0.0 0.2
0.2 0.0 0.1
-0.8 0.1 1.9
0.0 -0.2 -0.8
0.2 0.0 -1.0
0.6 0.3 0.1
-0.4 -0.3 0.0
0.3 -0.1 -0.1
0.0 -0.1 0.0
0.1 -0.1 -0.2

---

What are the ΔE to the lowest compared entry with this formula, charge and spin values for these records? In order: 90.29; 0.00 kcal/mol.